# C6H12O

A single C6H12O molecule (ωB97M-V with the def2-TZVPD basis set, the Open Molecules 2025 dataset).

Summary:
SMILES: CC[C@@]1(C)C[C@H]1O
Calculated total energy in hartree: -311.01978
Energy relative to the best compared isomer or geometry (same formula, charge and spin) in kcal per mole: 24.8
Total charge: 0
HOMO level in eV: -9.4
Frontier orbital gap in eV: 10.344

Geometry as XYZ:
```
19
Properties=species:S:1:pos:R:3:forces:R:3:mulliken_charge:R:1
C -1.2800 -0.9563 -1.5181 -0.026 -0.062 -0.092 -1.27
C -1.0840 -0.4187 -0.1018 0.080 -0.013 0.026 -0.58
C 0.3232 0.0945 0.1612 0.007 -0.101 0.038 1.26
C 1.4549 -0.8523 -0.1815 0.036 -0.025 -0.004 -1.66
C 0.5845 1.5741 -0.0140 0.015 0.151 -0.107 -0.99
C 0.5123 0.9874 1.3604 0.337 0.029 -0.151 -0.22
O -0.5893 1.3678 2.1331 -0.052 -0.132 0.170 -0.54
H -0.6923 -1.8634 -1.6961 -0.041 0.141 0.049 0.31
H -0.9807 -0.2160 -2.2688 -0.064 -0.062 0.105 0.32
H -2.3291 -1.2160 -1.6925 0.127 0.069 0.007 0.38
H -1.3137 -1.2181 0.6202 0.033 0.117 -0.100 0.29
H -1.7938 0.3910 0.0921 0.069 -0.118 -0.007 0.39
H 1.2962 -1.8405 0.2680 0.011 0.121 -0.037 0.34
H 1.5435 -0.9875 -1.2657 -0.008 0.016 0.151 0.33
H 2.4154 -0.4674 0.1818 -0.170 -0.043 -0.054 0.44
H -0.2563 2.1970 -0.3081 0.094 -0.101 0.065 0.28
H 1.5506 1.9061 -0.3901 -0.181 -0.116 0.080 0.28
H 1.4509 0.8955 1.9153 -0.218 -0.007 -0.108 0.32
H -0.8122 0.6228 2.7046 -0.048 0.134 -0.031 0.34
```
Positions in Å, forces in eV/Å.